Molecular formula: C4H4ClN
Method: DFT, ωB97M-V/def2-TZVPD

```
! wB97M-V def2-TZVPD RIJCOSX def2/J DEFGRID3
* xyz 0 1
C -1.82818 0.74314 0.03336
H 1.37128 -2.10767 -0.13851
H 1.14924 -0.08749 -1.63865
H -0.92394 2.51190 0.72651
N 0.28670 1.04420 -0.28052
H 0.92266 -1.22097 1.37718
Cl -2.00567 -0.94913 -0.11225
C 1.00579 -1.22963 0.29404
C -0.74332 1.48536 0.35915
C 0.76545 -0.18971 -0.62032
*
```

Output
Energy above the lowest of the compared OMol25 structures with the same formula, charge and spin (kcal per mole): 128.7
Orbital gap (spin up / spin down) (eV): 7.1 / 7.3
Lowest unoccupied orbital energy (spin up / spin down) (eV): -1.110 / -0.897

Molecular formula: C23H36ClINO4
Method: DFT, ωB97M-V/def2-TZVPD

```
! wB97M-V def2-TZVPD RIJCOSX def2/J DEFGRID3
* xyz 1 1
C 4.86744 3.15015 -2.61002
H -1.87923 0.61872 -1.04912
H -1.97670 1.12853 0.62386
H -1.48661 -5.39048 2.89178
C -1.73551 -2.84809 3.60914
H -3.32785 3.16616 -0.91696
H -5.06957 3.23938 -2.24910
C 0.63875 -3.86918 0.61387
H 0.80917 -4.71194 2.60361
H 1.71888 -3.87442 0.48075
H 6.79990 2.29866 -0.68503
O -0.53818 2.77308 1.73790
H -2.67596 -2.45313 3.98657
H 0.20911 -4.17200 -0.34769
H -1.39230 -3.61419 4.30084
H 0.47976 -5.87732 1.35423
Cl 2.47134 2.34290 1.63782
H -1.78848 -5.31985 1.17478
C 5.76431 2.02778 -0.50201
C -1.27232 -4.81287 1.99538
H 0.65119 -0.95698 2.49435
C 1.41586 2.88151 0.39955
O 3.11108 3.56742 -1.01567
H -5.06617 2.06718 -3.53018
H 5.30596 2.83143 0.06132
H -3.68420 -4.07999 1.06771
H -4.84089 0.56708 -1.12856
H 3.49109 4.78820 -2.62068
O -1.89862 -2.47852 0.10175
C 0.59623 -1.46318 -0.14257
C -4.24471 1.32159 -1.62983
H 4.10715 1.32282 -1.74010
H 5.63674 3.88361 -2.40547
C 3.46095 3.72806 -2.40842
C 0.95918 -1.96270 2.20518
C -5.22019 2.18832 -2.46645
H -6.23707 1.94570 -2.19086
C 0.23022 -4.87085 1.69273
H 2.79689 3.18627 -3.07135
C -3.40901 2.12859 -0.62644
H -3.92043 -2.59299 1.99229
H -1.04425 -2.01139 3.67277
C 1.81759 3.42518 -0.74562
H 2.02430 -1.92890 1.98922
C -2.01185 1.48243 -0.40255
H -3.80743 -4.14838 2.81615
H 0.85133 -2.61460 3.06836
H 1.67914 -1.41357 -0.21273
C 5.05784 1.83936 -1.83707
H 5.76595 1.11173 0.07642
C 0.19596 -2.44396 0.95788
C -3.41843 -3.56114 1.98835
H -3.61789 0.78716 -2.33218
N -1.31117 -2.44731 1.16373
H 4.90444 2.89640 -3.66468
C 0.72047 3.88530 -1.67107
H -3.94474 2.07194 0.31309
I -1.38987 2.66003 -3.58132
C -0.04001 2.71908 0.63938
O 0.79352 4.93298 -2.26307
H 5.67482 1.18702 -2.44913
H 0.23402 -0.45746 0.07919
C -0.45957 2.96988 -1.73562
C -1.90907 -3.40939 2.16648
C -0.85049 2.41730 -0.59837
H 0.22819 -1.75418 -1.12646
*
```

Output
Orbital gap (eV): 4.3
Lowest unoccupied orbital energy (eV): -6.828

Molecular formula: C3H11N2S
Method: DFT, ωB97M-V/def2-TZVPD

```
! wB97M-V def2-TZVPD RIJCOSX def2/J DEFGRID3
* xyz 1 1
C 0.03209 0.39926 0.67398
H -1.70161 1.46004 0.23322
C 0.35025 -0.93963 1.30180
S 0.50244 2.03792 1.35921
H -1.95606 -0.13696 0.72174
H 1.27793 -1.14261 1.68460
N -0.29306 -0.15531 -1.76367
H -0.20644 -1.08589 2.15021
H -0.42553 0.36487 -2.66324
N -1.35686 0.48386 0.26068
H 0.17173 -1.88627 0.73903
H -1.23996 0.13790 -1.06929
H 1.60077 -0.24805 -0.95447
H 1.01841 1.48924 -0.99014
H -0.19252 -1.25605 -1.81907
C 0.76592 0.37451 -0.90085
H -0.69115 2.11054 1.81777
*
```

Output
Energy above the lowest of the compared OMol25 structures with the same formula, charge and spin (kcal per mole): 51.4
SMILES: C[C@@](N)(S)C[NH3+]
Orbital gap (eV): 10.3
Lowest unoccupied orbital energy (eV): -3.240

Molecular formula: C28H29NO4
Method: DFT, ωB97M-V/def2-TZVPD

```
! wB97M-V def2-TZVPD RIJCOSX def2/J DEFGRID3
* xyz 0 1
H 6.30447 0.12855 0.50741
C 3.30974 0.12609 -2.66719
O 2.03761 -2.43100 0.34686
H 3.31739 -1.93855 -3.11767
H 1.82529 0.63168 -6.22999
C 1.61220 -3.77451 0.17441
C 5.04112 0.91700 -1.05595
C -1.08855 -5.68668 -2.27618
H 0.23176 -8.07865 0.49081
O -3.60399 -1.78054 0.41854
H -8.45427 -3.22338 -3.29638
C 2.64994 -0.85566 -4.88877
C 4.21969 -0.39854 0.86607
H 1.94075 2.57156 -4.65637
O -3.97585 -5.67415 -2.30139
H 5.29993 1.49531 1.02984
C -3.16211 -3.71348 -1.02145
C -6.34658 -1.69289 -1.08060
H 2.63522 2.13016 -2.26663
C -5.37076 -3.73000 -1.95901
C -5.28370 -2.59373 -1.14648
H -0.38303 -7.15661 -3.67505
C -0.13294 -7.40914 -0.28676
H -8.31190 -1.21027 -1.84994
C -7.48267 -1.91837 -1.86667
H 2.33099 -0.08168 -0.17766
H 0.52192 -8.68257 -1.91048
C 2.05570 1.54975 -4.27953
C 0.01538 -7.75351 -1.63401
C -0.47598 -6.88910 -2.62249
H 3.50027 0.93332 -5.75174
C -6.51204 -3.97873 -2.71960
H 0.88467 -3.91671 0.96944
C -1.24946 -5.32463 -0.91517
H 2.45298 -4.47166 0.27151
H 5.93916 0.76446 -1.67667
C 3.02473 -0.95943 -3.45544
H 3.99571 2.00383 -3.39851
C -1.94440 -4.10394 -0.52864
H -1.49013 -5.01688 -3.04466
H 3.60776 -0.00588 1.68242
C 2.52003 0.59766 -5.38585
C -7.56495 -3.05970 -2.68724
N 3.98315 -0.01035 -1.46033
H -0.93409 -5.96836 1.12964
C 3.03576 1.54067 -3.11014
C 5.31084 0.58392 0.42121
C -0.75071 -6.21213 0.07704
H 1.14672 -3.90691 -0.80827
H 4.75655 1.97640 -1.17765
C 2.94982 -2.04846 -0.56262
H 1.72743 -1.42117 -5.12312
H -6.27358 -0.82163 -0.43325
H 4.64861 -1.36053 1.17254
C 3.30159 -0.59744 -0.34534
H -1.53950 -3.52965 0.30794
C -3.94718 -2.55605 -0.46755
H -6.55740 -4.87312 -3.33615
O 3.41819 -2.82409 -1.39365
H 3.46285 -1.35247 -5.44559
H 1.08029 1.21351 -3.90449
C -4.11219 -4.53908 -1.85837
*
```

Output
Energy above the lowest of the compared OMol25 structures with the same formula, charge and spin (kcal per mole): 77.3
SMILES: O=C1C(=Cc2ccccc2)C(=O)c2ccccc21.COC(=O)[C@H]1CCCN1C1=CCCCC1
Orbital gap (eV): 6.4
Lowest unoccupied orbital energy (eV): -0.987